No. 1
Entry from OMol25: C3H3Br2Cl as an isolated structure (ωB97M-V with the def2-TZVPD basis set).

CARTESIAN COORDINATES (ANGSTROEM)
C 0.092 0.257 0.873
C -0.885 0.296 -0.304
C 0.767 -0.302 -0.335
Cl -2.096 -0.945 -0.252
Br 0.798 -2.072 -0.672
Br 2.010 0.819 -1.338
H 0.566 1.104 1.289
H -0.180 -0.499 1.617
H -1.072 1.343 -0.878

Calculated values
Total charge   0
2S+1   1
Energy relative to the best compared isomer or geometry (same formula, charge and spin)   25.5 kcal/mol

---

No. 2
Entry from OMol25: the molecule C3H3Br2Cl (ωB97M-V with the def2-TZVPD basis set).

CARTESIAN COORDINATES (ANGSTROEM)
Cl -1.918 -0.240 1.182
C -0.260 -0.066 1.319
Br 0.498 -0.079 3.071
C 0.498 -0.088 0.223
C 0.080 -0.166 -1.142
Br -0.320 1.672 -1.829
H 1.588 -0.039 0.293
H 0.827 -0.359 -1.912
H -0.993 -0.635 -1.206

Calculated values
Total charge   0
Structure (SMILES)   Cl/C(Br)=C\CBr
2S+1   1
Energy relative to the best compared isomer or geometry (same formula, charge and spin)   1.6 kcal/mol

---

No. 3
Entry from OMol25: C3H3Br2F3 as an isolated structure (ωB97M-V with the def2-TZVPD basis set).

CARTESIAN COORDINATES (ANGSTROEM)
C -1.334 0.158 0.423
C -0.184 -0.099 -0.542
C 1.068 -0.049 0.283
F -0.234 0.763 -1.561
F -0.371 -1.371 -1.044
F 2.352 0.031 -1.591
Br 1.613 1.628 0.815
Br 1.686 -1.404 1.306
H -2.271 -0.116 -0.145
H -1.125 1.072 0.973
H -1.200 -0.614 1.083

Calculated values
Total charge   0
2S+1   1
Energy relative to the best compared isomer or geometry (same formula, charge and spin)   72.8 kcal/mol

---

No. 4
Entry from OMol25: C3H3Br2N as an isolated structure (ωB97M-V with the def2-TZVPD basis set).

CARTESIAN COORDINATES (ANGSTROEM)
C 0.999 -1.609 2.166
C -0.981 0.266 -0.420
C 0.583 0.142 -0.179
N 1.184 -0.929 1.196
Br 1.008 1.954 0.488
Br 1.248 -0.628 -1.932
H -1.338 1.286 -0.211
H -1.457 -0.272 0.350
H -1.247 -0.210 -1.459

Calculated values
Total charge   0
2S+1   1
Energy relative to the best compared isomer or geometry (same formula, charge and spin)   78.8 kcal/mol

---

No. 5
Entry from OMol25: C3H3Br2N as an isolated structure (ωB97M-V with the def2-TZVPD basis set).

CARTESIAN COORDINATES (ANGSTROEM)
C 1.863 2.285 0.574
C 0.036 -0.973 -0.547
C -0.584 0.033 0.298
N 1.004 1.495 0.498
Br -1.018 -0.625 1.956
Br -1.857 1.307 -0.503
H -0.792 -1.603 -1.087
H 0.748 -1.360 0.181
H 0.599 -0.558 -1.369

Calculated values
Total charge   0
2S+1   3
⟨S²⟩   2.01
Energy relative to the best compared isomer or geometry (same formula, charge and spin)   46.9 kcal/mol

---

No. 6
Entry from OMol25: the molecule C3H3Br2NS (ωB97M-V with the def2-TZVPD basis set).

CARTESIAN COORDINATES (ANGSTROEM)
C 0.481 -0.695 0.697
C 0.461 -1.856 0.174
C 0.471 0.698 -0.094
N -0.793 1.036 -0.506
S -1.642 0.379 -1.642
Br 0.392 -2.892 -1.304
Br -1.851 1.849 1.270
H 0.483 -0.531 1.762
H 0.868 1.434 0.604
H 1.131 0.578 -0.960

Calculated values
Total charge   0
2S+1   1
Energy relative to the best compared isomer or geometry (same formula, charge and spin)   93.4 kcal/mol

---

No. 7
Entry from OMol25: C3H3Br2O2 as an isolated structure (ωB97M-V with the def2-TZVPD basis set).

CARTESIAN COORDINATES (ANGSTROEM)
C -2.455 0.099 -1.920
C -0.141 0.048 0.088
C -2.492 -0.204 -0.317
O -2.355 -0.918 -2.553
O -2.603 1.295 -2.164
Br -2.819 -1.774 0.654
Br -3.006 1.386 0.662
H -0.101 0.861 0.784
H 0.355 -0.928 0.348
H 0.041 0.348 -0.912

Calculated values
Total charge   -1
2S+1   1
Energy relative to the best compared isomer or geometry (same formula, charge and spin)   69.8 kcal/mol

---

No. 8
Entry from OMol25: C3H3Br3 as an isolated structure (ωB97M-V with the def2-TZVPD basis set).

CARTESIAN COORDINATES (ANGSTROEM)
C 0.138 0.899 -0.502
C 0.632 -0.263 -0.212
C 2.758 -0.032 0.142
Br 3.659 0.200 -1.664
Br 2.947 1.423 1.290
Br 3.226 -1.760 0.865
H -0.853 1.023 -0.786
H 0.785 1.736 -0.405
H 0.401 -1.369 -0.114

Calculated values
Total charge   0
2S+1   1
Energy relative to the best compared isomer or geometry (same formula, charge and spin)   67.5 kcal/mol

---

No. 9
Entry from OMol25: C3H3Br3 as an isolated structure (ωB97M-V with the def2-TZVPD basis set).

CARTESIAN COORDINATES (ANGSTROEM)
C -0.838 0.626 -0.454
C -1.466 -0.343 -0.059
C 1.677 -0.042 0.491
Br -3.584 -0.533 -0.684
Br 2.366 1.727 0.551
Br 2.166 -1.181 -0.858
H -0.655 1.483 -0.992
H -1.243 -1.170 0.579
H 1.578 -0.567 1.425

Calculated values
Total charge   0
2S+1   1
Energy relative to the best compared isomer or geometry (same formula, charge and spin)   104.5 kcal/mol

---

No. 10
Entry from OMol25: C3H3Br3 as an isolated structure (ωB97M-V with the def2-TZVPD basis set).

CARTESIAN COORDINATES (ANGSTROEM)
C -1.635 -0.012 0.422
C -1.134 -0.179 -0.725
C 1.486 0.226 -0.132
Br 2.384 1.891 -0.676
Br 1.246 0.048 1.735
Br 2.327 -1.483 -0.742
H -2.563 -0.661 0.607
H -1.153 0.530 1.235
H -0.959 -0.359 -1.724

Calculated values
Total charge   0
2S+1   1
Energy relative to the best compared isomer or geometry (same formula, charge and spin)   111.1 kcal/mol

---

No. 11
Entry from OMol25: C3H3Br3Cl6 as an isolated structure (ωB97M-V with the def2-TZVPD basis set).

CARTESIAN COORDINATES (ANGSTROEM)
C 1.702 -1.405 1.777
Cl 2.571 -1.426 0.242
Cl 0.274 -2.375 1.646
Cl 1.245 0.247 2.256
H 2.408 -1.933 2.392
C -0.479 -1.260 -2.434
Cl -0.725 -2.306 -3.852
Cl -1.578 -1.629 -1.098
Cl -0.535 0.490 -2.745
H 0.524 -1.605 -2.168
C -0.985 2.443 0.819
Br -0.864 3.033 2.700
Br 0.144 3.565 -0.430
Br -2.961 2.674 0.355
H -0.740 1.487 0.539

Calculated values
Total charge   0
2S+1   1
Energy relative to the best compared isomer or geometry (same formula, charge and spin)   15.0 kcal/mol

---

No. 12
Entry from OMol25: C3H3Br3O as an isolated structure (ωB97M-V with the def2-TZVPD basis set).

CARTESIAN COORDINATES (ANGSTROEM)
C -0.019 -0.651 1.578
C -0.226 -1.125 0.350
C 3.054 0.386 0.716
O 2.369 0.330 1.641
Br 0.428 -2.896 -0.222
Br 3.856 -1.152 -0.030
Br 3.496 1.933 -0.313
H 0.633 -1.147 2.317
H -0.441 0.244 1.898
H -1.134 -0.705 -0.262

Calculated values
Total charge   0
2S+1   1
Energy relative to the best compared isomer or geometry (same formula, charge and spin)   9.2 kcal/mol

---

No. 13
Entry from OMol25: C3H3BrCl2O as an isolated structure (ωB97M-V with the def2-TZVPD basis set).

CARTESIAN COORDINATES (ANGSTROEM)
C 0.021 0.847 0.090
C 3.391 0.114 0.326
C -1.956 -0.591 -0.086
O -1.057 0.287 0.581
Cl 0.476 0.182 -1.362
Cl 2.279 -0.193 1.473
Br 3.336 1.906 -0.224
H -1.382 -1.219 -0.741
H -2.682 -0.103 -0.705
H -2.426 -1.230 0.649

Calculated values
Total charge   0
2S+1   1
Energy relative to the best compared isomer or geometry (same formula, charge and spin)   133.8 kcal/mol

---

No. 14
Entry from OMol25: a 2-piece molecular cluster, C3H3BrCl2S overall (ωB97M-V with the def2-TZVPD basis set).

CARTESIAN COORDINATES (ANGSTROEM)
C 4.644 1.180 -0.053
C 4.958 -0.077 0.019
C 0.807 1.355 2.419
S 0.524 1.102 0.648
Cl 3.177 1.977 0.151
Cl 3.634 -1.298 0.220
Br 6.629 -0.594 -0.559
H 0.098 0.684 3.031
H 0.346 2.386 2.607
H 1.859 1.271 2.640

Calculated values
Total charge   0
2S+1   1
Energy relative to the best compared isomer or geometry (same formula, charge and spin)   102.8 kcal/mol

---

No. 15
Entry from OMol25: the molecule C3H3BrN3O2P (ωB97M-V with the def2-TZVPD basis set).

CARTESIAN COORDINATES (ANGSTROEM)
C -2.966 0.150 0.022
C -2.434 -1.082 -0.031
C -0.055 1.360 0.224
N -2.582 1.394 0.033
N -1.418 1.907 0.051
N -0.077 0.057 0.194
O -2.116 -2.186 -0.088
O 0.813 2.188 0.340
P 1.089 -1.016 0.681
Br -4.936 -0.004 0.068
H -1.425 2.931 0.104
H 1.927 -1.030 -0.451
H 0.358 -2.145 0.270

Calculated values
Total charge   0
2S+1   1
Energy   -3346.1154 hartree

---

No. 16
Entry from OMol25: a 2-piece molecular cluster, C3H3BrO overall (ωB97M-V with the def2-TZVPD basis set).

CARTESIAN COORDINATES (ANGSTROEM)
C -0.743 1.987 -0.328
C -1.632 2.928 -0.153
C 1.468 1.243 0.988
O -2.520 3.629 0.249
Br 2.726 0.454 -0.129
H -0.509 1.298 -1.044
H 0.727 0.679 1.595
H 1.615 2.289 1.210

Calculated values
Total charge   0
2S+1   3
⟨S²⟩   2.02
Energy relative to the best compared isomer or geometry (same formula, charge and spin)   18.4 kcal/mol

---

No. 17
Entry from OMol25: a 2-piece molecular cluster, C3H3BrO2 overall (ωB97M-V with the def2-TZVPD basis set).

CARTESIAN COORDINATES (ANGSTROEM)
C -0.602 -0.732 -1.074
C -1.354 -0.154 -0.311
C 2.092 -0.771 1.102
O 1.671 0.235 1.832
O 2.511 -0.905 -0.008
Br 1.735 -2.423 2.131
H -1.843 0.355 0.488
H 1.144 0.870 1.341
H -0.086 -1.238 -1.860

Calculated values
Total charge   0
2S+1   3
⟨S²⟩   2.02
Energy relative to the best compared isomer or geometry (same formula, charge and spin)   82.7 kcal/mol

---

No. 18
Entry from OMol25: C3H3CdO2 as an isolated structure (ωB97M-V with the def2-TZVPD basis set).

CARTESIAN COORDINATES (ANGSTROEM)
C -2.556 -0.116 0.595
C -1.693 0.292 -0.481
H -1.106 1.203 -0.261
H -3.577 0.167 0.269
H -0.950 -0.528 -0.585
O -4.060 0.278 -3.003
C -3.763 0.233 -1.791
O -2.336 0.448 -1.749
Cd -2.243 0.646 -3.717

Calculated values
Total charge   +1
2S+1   1
Energy relative to the best compared isomer or geometry (same formula, charge and spin)   123.3 kcal/mol

---

No. 19
Entry from OMol25: a 2-piece molecular cluster, C3H3Cl overall (ωB97M-V with the def2-TZVPD basis set).

CARTESIAN COORDINATES (ANGSTROEM)
C -1.926 1.066 0.088
C -0.883 0.498 -0.024
C 1.160 -0.903 -0.109
Cl 2.450 0.246 0.104
H -2.754 1.736 0.123
H 0.658 -1.151 0.728
H 1.295 -1.492 -0.910

Calculated values
Total charge   0
2S+1   1
Energy relative to the best compared isomer or geometry (same formula, charge and spin)   99.7 kcal/mol

---

No. 20
Entry from OMol25: the molecule C3H3Cl2F (ωB97M-V with the def2-TZVPD basis set).

CARTESIAN COORDINATES (ANGSTROEM)
C -0.724 -0.320 -0.615
C -0.093 -1.126 0.205
F -0.869 -2.066 0.843
C 1.342 -1.244 0.455
Cl 2.131 -2.477 -0.796
Cl 1.669 -1.959 2.066
H -1.815 -0.301 -0.553
H -0.364 0.591 -1.140
H 1.703 -0.222 0.519

Calculated values
Total charge   0
Structure (SMILES)   C=C(F)C(Cl)Cl
2S+1   1
Energy relative to the best compared isomer or geometry (same formula, charge and spin)   16.3 kcal/mol